A | The ion C4H15N2P4 with charge +1. Source: OMol25; level of theory: ωB97M-V/def2-TZVPD.

Last column: Mulliken charge in e.
Positions of all 25 atoms, in Å:
C  -3.539  -0.283  0.094  -0.89
N  -2.288  -0.644  -0.594  -0.17
C  -1.258  0.565  -0.636  -0.57
N  -0.102  0.033  -1.159  -0.11
C  1.078  -0.067  -0.266  -0.05
P  1.465  -1.787  0.715  0.16
P  2.756  0.404  -1.129  -0.06
P  4.192  0.324  0.524  -0.11
C  0.952  1.073  0.782  -1.32
P  -0.941  1.341  1.109  0.04
H  -4.504  -0.750  -0.274  0.33
H  -3.378  -0.642  1.121  0.35
H  -3.613  0.800  0.111  0.35
H  -2.682  -0.875  -1.599  0.40
H  -1.860  -1.427  -0.115  0.35
H  -1.680  1.425  -1.235  0.51
H  0.191  0.136  -2.107  0.28
H  0.454  -2.498  -0.061  0.01
H  0.631  -1.418  1.702  0.01
H  3.260  -0.823  -1.369  0.07
H  5.298  0.584  -0.271  0.11
H  4.097  1.633  0.911  0.06
H  1.577  0.734  1.626  0.68
H  1.292  2.038  0.397  0.53
H  -1.396  0.124  1.722  0.01

Values from the calculation:
structure (SMILES)	C[NH2+][C@@H]1N[C@@](P)([PH]#[PH2])CP1
HOMO-LUMO gap	8.39	eV
E_HOMO	-11.55	eV
total charge	+1

=====

B | A cluster of 2 separate species, C4H15N2P4 in total. Source: OMol25; level of theory: ωB97M-V/def2-TZVPD.

Last column: Mulliken charge in e.
Positions of all 25 atoms, in Å:
C  -0.011  0.539  0.194  -0.34
C  1.933  -0.485  1.393  -1.39
C  3.552  0.061  -1.255  -1.02
C  1.556  0.531  0.221  0.35
N  -0.590  0.414  -0.870  -0.45
N  2.035  0.086  -1.098  -0.47
P  -2.529  -1.673  1.062  -0.16
P  -2.989  1.745  0.791  -0.23
P  -3.881  -0.972  -0.525  -0.03
P  -3.025  0.867  -1.141  0.35
H  -0.467  0.849  1.124  0.42
H  1.839  -1.552  1.019  0.28
H  2.922  -0.227  1.807  0.36
H  1.291  -0.345  2.157  0.56
H  4.088  -0.326  -0.486  0.38
H  3.690  -0.340  -2.257  0.37
H  3.927  1.144  -1.318  0.28
H  1.819  1.641  0.265  0.39
H  -0.234  0.272  -1.766  0.29
H  1.631  -0.739  -1.375  0.27
H  -3.701  -1.827  2.111  0.17
H  -2.543  -3.015  0.585  0.14
H  -2.620  3.016  0.231  0.16
H  -4.319  2.113  0.726  0.18
H  -3.375  -1.776  -1.594  0.13

Values from the calculation:
HOMO-LUMO gap	7.09	eV
E_HOMO	-12.32	eV
total charge	+1

=====

The computed energies, referenced to the most stable structure and given in eV, are A 0.000; B 0.462.